DFT (ωB97M-V with the def2-TZVPD basis set) results for an isolated ion of composition C8H9N6 and charge +1 in a non-equilibrium geometry.

Summary:
- Kohn-Sham gap: 0.31032 Ha
- E_HOMO: -13.12 eV
- Lowest unoccupied orbital energy: -4.679 eV
- Charge: +1
- DFT total energy: -17372.0373 eV
- Energy above the lowest of the compared OMol25 structures with the same formula, charge and spin: 3.7 kcal per mole
- SMILES: [H]/N=C1\C=CN=N[C@@H]1n1ncccc1=[NH2+]

Structure (XYZ):
```
23
Properties=species:S:1:pos:R:3:forces:R:3
H 1.94934 -2.49113 -1.78323 -0.7 0.6 1.1
N 1.25576 -1.76338 -1.48769 0.3 -0.2 -1.0
C 1.60420 -0.92391 -0.60968 0.5 0.1 -1.9
C 2.79187 -0.86610 0.17031 1.3 -0.8 0.0
C 3.07892 0.19567 0.88694 2.7 -0.8 1.2
N 2.40979 1.38556 0.94370 -1.8 0.8 -0.1
N 1.34056 1.46543 0.31844 0.0 1.3 0.2
C 0.82613 0.38351 -0.53113 0.6 -1.8 2.4
N -0.48164 0.07680 -0.04618 -1.4 -0.5 1.4
N -0.57957 -1.04712 0.69751 0.8 0.4 0.1
C -1.72495 -1.42383 1.15338 -0.8 1.5 -1.2
C -2.89749 -0.72704 0.81032 2.4 2.9 -2.2
C -2.78746 0.41858 0.01326 1.5 -2.7 2.1
C -1.49395 0.90151 -0.31426 -1.9 0.9 -1.2
N -1.36914 2.07604 -1.03919 1.9 0.5 1.3
H 3.62072 -1.57547 0.18455 -0.9 -0.6 -0.3
H 4.00156 0.10051 1.48126 -0.5 0.7 -0.2
H 0.56825 0.80889 -1.43145 0.5 0.9 -2.6
H -1.80331 -2.28416 1.73132 0.4 -1.4 1.0
H -3.83548 -0.95107 1.12963 -2.4 -1.1 1.0
H -3.67540 0.89801 -0.20269 -1.4 1.4 -0.7
H -2.20873 2.58731 -1.29849 0.0 -0.5 0.3
H -0.58998 2.75540 -0.77662 -1.2 -1.6 -0.5
```
Positions in Å, forces in eV/Å.